Record 1
Here is a structure of composition C19H43O2P3STi in a non-equilibrium geometry from OMol25. Energies are from the ωB97M-V functional and the def2-TZVPD basis.

Geometry (Å):
Ti: -0.50 0.25 -0.17
P: 1.71 0.90 1.83
P: -0.92 2.54 -0.47
P: 1.96 -0.38 -1.07
H: -0.33 -4.96 2.09
C: 0.15 -4.22 1.43
C: 0.91 -3.06 2.00
H: 0.48 -2.20 2.56
C: 1.25 1.15 3.60
C: 2.57 2.51 1.57
C: 3.20 -0.15 2.22
C: -2.63 2.29 -1.03
C: -1.07 3.76 0.83
C: 0.04 3.05 -1.92
C: 2.97 -1.88 -0.80
C: 3.35 0.81 -1.24
C: 1.67 -0.69 -2.86
H: 0.85 -4.64 0.71
H: 1.92 -2.75 1.72
H: 1.13 0.19 4.12
H: 0.33 1.74 3.69
H: 2.07 1.70 4.08
H: 1.85 3.27 1.23
H: 3.37 2.42 0.83
H: 3.00 2.83 2.52
H: 2.92 -1.20 2.29
H: 3.58 0.16 3.20
H: 4.00 -0.02 1.49
H: -2.73 2.02 -2.08
H: -3.12 3.24 -0.86
H: -3.17 1.54 -0.43
H: -1.02 4.75 0.34
H: -0.26 3.63 1.57
H: -2.05 3.62 1.33
H: -0.47 3.93 -2.36
H: 0.09 2.23 -2.66
H: 1.06 3.31 -1.60
H: 3.60 -2.01 -1.70
H: 2.34 -2.76 -0.68
H: 3.63 -1.78 0.07
H: 3.92 0.50 -2.13
H: 4.02 0.77 -0.38
H: 2.99 1.83 -1.37
H: 2.58 -1.15 -3.26
H: 1.42 0.24 -3.39
H: 0.83 -1.38 -3.00
C: -1.82 -0.89 -2.67
C: -2.99 -0.54 -3.33
C: -3.24 -1.07 -4.59
C: -2.59 -2.25 -5.05
C: -1.57 -2.78 -4.23
C: -1.22 -2.13 -3.03
O: -1.31 -0.08 -1.75
H: -0.70 -3.91 0.81
H: -3.70 0.13 -2.86
H: -3.98 -0.60 -5.26
H: -2.96 -2.77 -5.95
H: -0.98 -3.60 -4.60
H: -0.36 -2.47 -2.43
C: -1.62 -0.85 4.09
S: -2.01 0.46 2.90
C: -3.81 0.24 2.91
O: -1.53 -0.16 1.45
H: -2.21 -1.74 3.83
H: -1.88 -0.51 5.11
H: -0.55 -1.07 4.08
H: -4.22 0.65 3.84
H: -4.23 0.79 2.06
H: -4.04 -0.83 2.83

Relative energy (zero: lowest compared OMol25 entry of this formula, charge and spin), kcal/mol: 80.0
E_HOMO (spin up / spin down), eV: -18.66 / -18.66
Gap between HOMO and LUMO (spin up / spin down), hartree: 0.1118 / 0.1118
M, g mol⁻¹: 476.41
Total charge: +4

---

Record 2
Here is a structure of composition C19H43OOsP3SSe in a non-equilibrium geometry from OMol25. Energies are from the ωB97M-V functional and the def2-TZVPD basis.

Geometry (Å):
Os: 0.08 -0.45 -0.86
P: 0.76 1.49 -1.95
P: -2.17 0.00 -1.25
P: 2.20 -0.88 -0.01
H: -1.38 -2.86 -0.80
C: -0.49 -2.48 -0.30
C: -0.66 -1.64 0.88
H: -1.68 -1.43 1.20
C: 1.22 1.26 -3.72
C: -0.36 2.94 -2.09
C: 2.21 2.44 -1.34
C: -3.47 -1.18 -0.69
C: -2.91 1.53 -0.56
C: -2.45 0.05 -3.06
C: 2.50 -2.39 1.01
C: 3.00 0.32 1.13
C: 3.39 -1.10 -1.39
H: 0.35 -3.18 -0.35
H: 0.07 -1.73 1.69
H: 1.53 2.22 -4.15
H: 0.36 0.87 -4.28
H: 2.04 0.55 -3.81
H: 0.12 3.69 -2.73
H: -0.51 3.38 -1.09
H: -1.33 2.67 -2.52
H: 2.44 3.24 -2.04
H: 3.10 1.81 -1.24
H: 1.97 2.89 -0.37
H: -4.35 -1.05 -1.35
H: -3.76 -0.94 0.34
H: -3.15 -2.22 -0.74
H: -3.64 1.93 -1.26
H: -2.17 2.29 -0.33
H: -3.41 1.28 0.38
H: -3.50 -0.20 -3.25
H: -1.80 -0.69 -3.55
H: -2.22 1.04 -3.46
H: 3.57 -2.62 0.99
H: 1.94 -3.26 0.64
H: 2.20 -2.19 2.05
H: 4.06 0.07 1.24
H: 2.52 0.26 2.11
H: 2.92 1.35 0.77
H: 4.21 -1.75 -1.06
H: 3.80 -0.14 -1.72
H: 2.88 -1.58 -2.24
C: 0.27 -4.09 -4.08
C: -0.45 -4.86 -3.14
C: -0.68 -6.22 -3.38
C: -0.21 -6.82 -4.56
C: 0.51 -6.06 -5.49
C: 0.75 -4.72 -5.25
Se: 0.61 -2.24 -3.96
H: 0.30 -1.75 -2.39
H: -0.82 -4.39 -2.23
H: -1.24 -6.81 -2.66
H: -0.40 -7.88 -4.75
H: 0.89 -6.52 -6.41
H: 1.31 -4.12 -5.97
C: 0.90 2.26 3.39
S: -0.14 1.75 2.01
C: -1.61 1.17 2.86
O: -0.50 3.02 1.29
H: 0.99 1.43 4.11
H: 0.44 3.14 3.85
H: 1.89 2.52 3.00
H: -1.40 1.17 3.94
H: -2.44 1.84 2.64
H: -1.83 0.14 2.54

E_HOMO (spin up / spin down), eV: -20.49 / -19.23
Multiplicity: 5
Gap between HOMO and LUMO (spin up / spin down), hartree: 0.2914 / 0.1026
M, g mol⁻¹: 681.73
Expectation value of S²: 6.0900
Total charge: +4

---

Record 3
Here is a structure of composition C19H44BF4O7P2STi from OMol25. Energies are from the ωB97M-V functional and the def2-TZVPD basis.

Geometry (Å):
Ti: -0.32 1.10 0.58
C: -0.38 -4.38 2.70
C: -1.11 -3.33 1.91
C: -1.81 -2.28 2.74
O: -0.03 -2.63 1.08
P: -0.23 -1.93 -0.27
O: -0.89 -0.51 -0.10
C: 1.43 -1.63 -0.90
P: 2.33 -0.32 -0.04
O: 1.37 0.92 -0.11
O: 2.46 -0.70 1.43
C: 3.71 -1.08 2.23
C: 3.27 -2.17 3.16
C: 4.21 0.17 2.89
O: 3.69 -0.06 -0.64
C: 4.27 0.29 -2.01
C: 3.33 1.23 -2.72
C: 4.56 -0.99 -2.73
O: -1.12 -2.67 -1.26
C: -1.08 -4.15 -1.64
C: -2.51 -4.58 -1.77
C: -0.26 -4.27 -2.90
H: -1.11 -4.95 3.28
H: 0.33 -3.93 3.39
H: 0.15 -5.08 2.04
H: -1.78 -3.78 1.18
H: -1.10 -1.78 3.40
H: -2.55 -2.78 3.35
H: -2.32 -1.55 2.13
H: 1.34 -1.36 -1.95
H: 2.01 -2.56 -0.82
H: 4.42 -1.45 1.48
H: 2.52 -1.80 3.86
H: 4.14 -2.50 3.74
H: 2.88 -3.03 2.62
H: 3.47 0.56 3.59
H: 4.47 0.94 2.16
H: 5.12 -0.07 3.45
H: 5.18 0.80 -1.72
H: 2.39 0.74 -2.99
H: 3.81 1.55 -3.65
H: 3.12 2.12 -2.13
H: 3.65 -1.51 -3.03
H: 5.18 -1.66 -2.13
H: 5.12 -0.76 -3.64
H: -0.59 -4.65 -0.80
H: -3.00 -4.03 -2.58
H: -3.07 -4.43 -0.85
H: -2.53 -5.64 -2.02
H: -0.72 -3.69 -3.70
H: -0.24 -5.31 -3.20
H: 0.77 -3.94 -2.76
F: -0.44 0.88 2.29
B: 0.34 3.65 2.68
F: 0.73 3.07 1.51
F: -0.91 4.05 2.73
F: 1.17 3.73 3.66
C: -2.33 5.53 -3.27
C: -2.26 5.89 -1.79
C: -1.52 4.84 -0.94
S: -2.43 3.30 -0.91
O: -1.41 2.33 -0.13
C: -3.67 3.61 0.35
C: -4.74 2.52 0.42
C: -4.24 1.13 0.78
H: -2.80 6.35 -3.82
H: -2.92 4.63 -3.47
H: -1.33 5.39 -3.69
H: -3.25 6.08 -1.39
H: -1.70 6.81 -1.65
H: -1.36 5.15 0.09
H: -0.56 4.59 -1.41
H: -4.10 4.57 0.06
H: -3.11 3.74 1.29
H: -5.28 2.50 -0.53
H: -5.45 2.87 1.17
H: -3.65 0.68 -0.03
H: -5.09 0.47 0.95
H: -3.64 1.14 1.70

Relative energy (zero: lowest compared OMol25 entry of this formula, charge and spin), kcal/mol: 0.0
E_HOMO, eV: -19.24
Gap between HOMO and LUMO, hartree: 0.3416
M, g mol⁻¹: 613.24
Total charge: +3